(1)
13
Properties=species:S:1:pos:R:3 method="wB97M-V/def2-TZVPD" fmax_ev_per_a=4.2 lumo_energy_ev=0.93 e_above_lowest_kcal_mol=132.95 energy_ev=-8804.76339 gap_ha=0.34797 total_charge=0
C 0.39576 -1.87374 0.15656
C 0.68879 0.13964 -1.61425
C -1.00700 1.19906 1.35658
N -0.18713 -0.14743 -0.46298
O 0.69345 -2.86005 -0.40571
O 0.07711 0.70847 0.59767
H 0.46918 -1.74224 1.19896
H 0.52609 1.31572 -1.93779
H 1.67908 -0.01094 -1.35353
H 0.23658 -0.60354 -2.29937
H -1.14445 0.48502 2.30910
H -1.85492 1.19036 0.74270
H -0.57253 2.19969 1.71206

---

(2)
13
Properties=species:S:1:pos:R:3 method="wB97M-V/def2-TZVPD" fmax_ev_per_a=0.5 lumo_energy_ev=0.90 e_above_lowest_kcal_mol=71.40 energy_ev=-8807.43270 gap_ha=0.34781 total_charge=0
O -1.64138 0.52524 0.23890
C -1.17449 -0.81100 0.29660
C 0.15626 -1.00337 -0.40217
O 1.23827 -0.61553 0.45700
C 1.77714 0.59826 0.54930
N 1.16477 1.56237 -0.16278
H -1.18422 1.03762 0.91818
H -1.06398 -1.15961 1.33303
H -1.93236 -1.43112 -0.19106
H 0.34052 -2.06368 -0.59482
H 0.17355 -0.47250 -1.36378
H 1.78672 2.34154 -0.29233
H 0.35919 1.49178 -0.78606

---

(3)
13
Properties=species:S:1:pos:R:3 method="wB97M-V/def2-TZVPD" fmax_ev_per_a=2.1 lumo_energy_ev=0.84 e_above_lowest_kcal_mol=81.31 energy_ev=-8807.00274 smiles="C/C(CO)=N/O" gap_ha=0.38949 total_charge=0
C -0.81753 1.62009 0.33674
C -0.39929 0.17497 0.08435
N -1.23791 -0.75907 -0.17798
O -0.49916 -2.16407 -0.25761
C 1.12511 -0.07005 0.17492
O 1.54317 -0.99088 -0.76854
H -1.89036 1.79823 0.44325
H -0.31448 1.97007 1.25166
H -0.43577 2.24903 -0.48019
H -0.82084 -2.56660 -1.08498
H 1.28006 -0.41519 1.21418
H 1.62770 0.90671 0.06320
H 0.84190 -1.74966 -0.62795

---

(4)
13
Properties=species:S:1:pos:R:3 method="wB97M-V/def2-TZVPD" fmax_ev_per_a=1.1 lumo_energy_ev=0.78 e_above_lowest_kcal_mol=24.57 energy_ev=-8809.46360 smiles="CC(=O)NCO" gap_ha=0.39293 total_charge=0
O -0.00539 0.48052 -1.81039
C 0.52940 0.16578 -0.77192
N -0.16806 -0.03738 0.42397
C -1.60999 0.08955 0.38111
O -2.14555 0.23649 1.65314
C 2.00768 -0.14257 -0.69343
H 0.29347 0.55648 1.11798
H -1.99054 -0.78470 -0.15122
H -1.95821 0.89733 -0.25459
H -1.95923 -0.58090 2.13183
H 2.52464 0.45173 0.05767
H 2.37938 -0.15690 -1.70660
H 2.10240 -1.17542 -0.37754

---

(5)
13
Properties=species:S:1:pos:R:3 method="wB97M-V/def2-TZVPD" fmax_ev_per_a=0.4 lumo_energy_ev=0.95 e_above_lowest_kcal_mol=37.35 energy_ev=-8808.90938 smiles=N[C@@]1(O)CCO1 gap_ha=0.39591 total_charge=0
N -1.65880 -0.85547 -0.47836
C -0.36301 -0.30558 -0.53176
O 0.12260 -0.51829 -1.82484
C -0.21805 1.11408 0.03365
C 1.05096 0.57865 0.69236
O 0.65427 -0.77874 0.41101
H -2.07676 -0.79550 0.44124
H -1.68384 -1.80166 -0.83911
H -1.00752 1.32584 0.76268
H -0.14739 1.91579 -0.70153
H 1.97657 0.85132 0.16822
H 1.18102 0.76218 1.76218
H 1.03280 -0.81981 -1.70622

---

(6)
13
Properties=species:S:1:pos:R:3 method="wB97M-V/def2-TZVPD" fmax_ev_per_a=0.4 lumo_energy_ev=0.93 e_above_lowest_kcal_mol=3.64 energy_ev=-8810.37122 smiles="CCOC(N)=O" gap_ha=0.41683 total_charge=0
C -1.69800 0.25801 0.29923
C -0.88740 -0.35772 -0.82707
O 0.44447 0.17251 -0.80350
C 1.26643 -0.37149 0.12098
O 1.05980 -1.40740 0.71483
N 2.37958 0.40791 0.26375
H -1.64643 1.35048 0.24132
H -1.29890 -0.06603 1.26591
H -2.74884 -0.04318 0.23890
H -0.84697 -1.44685 -0.74563
H -1.27869 -0.07657 -1.80792
H 2.94290 0.21300 1.07513
H 2.31205 1.36734 -0.03593

---

(7)
13
Properties=species:S:1:pos:R:3 method="wB97M-V/def2-TZVPD" fmax_ev_per_a=0.5 lumo_energy_ev=0.88 e_above_lowest_kcal_mol=21.44 energy_ev=-8809.59935 smiles="COC(=O)CN" gap_ha=0.38857 total_charge=0
C 2.29442 0.15016 0.02136
O 1.03893 -0.45844 0.32859
C -0.04701 0.30828 0.15717
O -0.00737 1.45775 -0.21708
C -1.33353 -0.43757 0.47582
N -2.38901 -0.23595 -0.50214
H 3.00981 -0.66847 -0.05875
H 2.59658 0.83629 0.81722
H 2.23439 0.70047 -0.91970
H -1.67685 -0.07698 1.45450
H -1.12615 -1.50453 0.57883
H -2.43584 0.75316 -0.73217
H -2.14877 -0.71963 -1.36252

---

(8)
13
Properties=species:S:1:pos:R:3 method="wB97M-V/def2-TZVPD" fmax_ev_per_a=0.4 lumo_energy_ev=0.77 e_above_lowest_kcal_mol=58.54 energy_ev=-8807.99031 gap_ha=0.40153 total_charge=0
N 0.23707 -1.03531 -1.49684
C 0.21210 -1.13966 -0.18824
O 0.90054 -2.17678 0.11842
C -0.43955 -0.24924 0.82383
C -0.66096 1.16417 0.29064
O 0.54606 1.79746 -0.06380
H 0.91720 -2.13405 -1.18985
H -0.34785 -0.41611 -2.04548
H 0.20357 -0.23068 1.70860
H -1.39144 -0.70939 1.11764
H -1.36710 1.13533 -0.55649
H -1.11672 1.78356 1.06793
H 0.97119 1.25973 -0.74709

---

(9)
13
Properties=species:S:1:pos:R:3 method="wB97M-V/def2-TZVPD" fmax_ev_per_a=0.5 lumo_energy_ev=0.85 e_above_lowest_kcal_mol=69.30 energy_ev=-8807.52371 gap_ha=0.34648 total_charge=0
O -1.59003 0.56760 0.54399
C -1.16210 -0.78490 0.59026
C 0.16486 -1.01623 -0.11067
O 1.29273 -0.64342 0.69964
C 1.84603 0.57651 0.76262
N 1.16938 1.52480 0.09707
H -1.15878 1.04106 1.26648
H -1.08392 -1.14645 1.62456
H -1.93796 -1.37256 0.08797
H 0.30255 -2.08643 -0.29135
H 0.18083 -0.50270 -1.08069
H 1.59254 2.43951 0.09647
H 0.27211 1.43538 -0.37678

---

(10)
13
Properties=species:S:1:pos:R:3 method="wB97M-V/def2-TZVPD" fmax_ev_per_a=3.6 lumo_energy_ev="0.65 / -2.45" s2=2.015 multiplicity=3 e_above_lowest_kcal_mol=19.08 energy_ev=-8803.45159 gap_ha="0.22514 / 0.28509" total_charge=0
C 1.62178 -0.53106 0.53989
C -0.00692 1.41041 -0.44982
C -0.91280 -0.79539 0.48380
N 0.00509 0.33508 0.52104
O 2.50809 -0.20029 -0.18262
O -1.05959 -1.38632 -0.75184
H 1.39252 -1.41492 1.10014
H -0.95151 1.88185 -0.23603
H 0.86858 1.94601 -0.17245
H -0.07323 1.11558 -1.52852
H -1.81388 -0.22307 0.77140
H -0.67942 -1.54852 1.21137
H -0.89870 -0.58937 -1.30636

---

(11)
13
Properties=species:S:1:pos:R:3 method="wB97M-V/def2-TZVPD" fmax_ev_per_a=3.3 lumo_energy_ev="-4.00 / -9.52" s2=0.754 multiplicity=2 e_above_lowest_kcal_mol=19.65 energy_ev=-8800.16041 gap_ha="0.40304 / 0.19958" total_charge=+1
C 0.41818 -0.10923 1.25273
C -0.22530 -0.74821 0.01050
C -0.23585 0.31201 -1.04741
O -1.34348 1.09695 -1.02726
O 0.69030 0.52291 -1.76375
N 0.75105 -1.07135 2.23522
H -0.15518 0.72302 1.65630
H 1.42205 0.23437 0.90302
H -1.18550 -1.15637 0.33600
H 0.40775 -1.57568 -0.28504
H -1.02987 1.94743 -1.38524
H 1.39066 -1.80029 1.90066
H 1.29407 -0.69472 3.02912

---

(12)
13
Properties=species:S:1:pos:R:3 method="wB97M-V/def2-TZVPD" fmax_ev_per_a=4.3 lumo_energy_ev="-3.93 / -9.48" s2=0.755 multiplicity=2 e_above_lowest_kcal_mol=28.75 energy_ev=-8799.76557 gap_ha="0.40292 / 0.19180" total_charge=+1
C 0.63538 0.77999 0.04956
C -0.37684 -0.38639 0.46018
C -0.27158 -1.43979 -0.56608
O -1.43552 -1.76596 -1.18623
O 0.69849 -2.08572 -0.88440
N 0.36205 1.91805 0.86836
H 0.33563 1.19328 -0.93442
H 1.60472 0.27707 0.07579
H -1.39761 -0.21178 0.83796
H -0.06301 -0.80666 1.41273
H -1.25722 -2.42517 -1.87624
H -0.05544 2.72404 0.40660
H 1.22095 2.22905 1.33619